No. 1
Molecular formula: C22H31N4O19
Method: DFT, ωB97M-V/def2-TZVPD

Geometry (Å):
N: -4.867 -2.600 -2.467
C: -4.499 -1.362 -2.738
N: -5.319 -0.439 -3.301
C: -4.459 0.714 -3.682
C: -3.083 0.049 -3.684
N: -1.910 0.854 -3.598
C: -1.090 0.806 -4.507
O: -0.246 0.803 -5.300
N: -3.301 -0.835 -2.496
H: -4.218 -3.250 -2.052
H: -5.802 -2.920 -2.659
H: -5.938 -0.759 -4.033
H: -4.701 1.122 -4.661
H: -4.562 1.520 -2.955
H: -3.098 -0.594 -4.573
H: -2.544 -1.400 -2.123
C: 2.817 0.891 -7.788
C: 2.855 0.096 -6.494
O: 3.326 -1.178 -6.941
C: 4.008 -1.007 -8.101
O: 4.656 -1.844 -8.634
O: 3.838 0.257 -8.561
H: 3.044 1.946 -7.664
H: 1.866 0.786 -8.313
H: 3.569 0.505 -5.777
H: 1.889 -0.011 -6.015
C: -0.364 -0.261 -0.966
C: 0.372 -0.073 0.344
O: -0.573 -0.608 1.291
C: -1.389 -1.465 0.662
O: -2.188 -2.164 1.203
O: -1.200 -1.403 -0.677
H: 0.282 -0.484 -1.807
H: -1.004 0.586 -1.209
H: 1.287 -0.663 0.395
H: 0.591 0.964 0.576
C: 3.933 -3.157 -2.519
C: 2.696 -3.482 -1.695
O: 1.906 -2.291 -1.876
C: 2.294 -1.696 -3.028
O: 1.695 -0.791 -3.532
O: 3.403 -2.257 -3.510
H: 4.379 -4.018 -3.007
H: 4.693 -2.629 -1.944
H: 2.139 -4.331 -2.090
H: 2.897 -3.638 -0.640
C: -2.564 0.192 3.988
C: -2.175 -1.215 4.379
O: -1.300 -0.987 5.493
C: -1.609 0.209 6.033
O: -1.160 0.613 7.061
O: -2.459 0.894 5.241
H: -3.568 0.282 3.586
H: -1.852 0.620 3.287
H: -3.015 -1.826 4.711
H: -1.647 -1.722 3.580
C: -0.234 3.493 3.656
C: 0.168 4.571 2.663
O: -0.091 3.926 1.404
C: -1.009 2.962 1.597
O: -1.541 2.342 0.726
O: -1.228 2.769 2.913
H: -0.668 3.873 4.576
H: 0.587 2.814 3.894
H: -0.459 5.459 2.734
H: 1.213 4.857 2.722
C: 1.869 1.231 7.504
C: 2.527 0.981 8.850
O: 3.431 -0.088 8.544
C: 3.713 -0.055 7.223
O: 4.553 -0.703 6.689
O: 2.900 0.822 6.590
H: 1.613 2.273 7.330
H: 0.989 0.614 7.347
H: 3.106 1.836 9.203
H: 1.831 0.672 9.624

Total charge ... +1
Largest force on an atom ... 1.05 eV Å⁻¹
Energy ... -2505.378105 hartree

Partial atomic charges computed with the Mulliken method, in multiples of e: -0.31, 0.41, -0.29, -0.72, -0.07, -0.41, 0.73, -0.38, 0.14, 0.24, 0.23, 0.32, 0.36, 0.31, 0.38, 0.08, -0.32, 0.15, -0.31, 0.63, -0.52, -0.34, 0.32, 0.27, 0.22, -0.07, 0.37, -0.29, -0.31, 0.71, -0.59, -0.54, -0.28, 0.43, 0.29, 0.24, -0.41, -0.37, -0.22, 0.61, -0.52, -0.33, 0.33, 0.27, 0.26, 0.33, 0.28, -0.12, -0.36, 0.69, -0.60, -0.36, 0.35, -0.24, 0.28, 0.13, -0.23, -0.42, -0.32, 0.55, -0.57, -0.17, 0.29, 0.22, 0.29, 0.31, -0.03, -0.36, -0.34, 0.63, -0.54, -0.32, 0.29, 0.11, 0.25, 0.30

---

No. 2
Molecular formula: C13H14N2Sn
Method: DFT, ωB97M-V/def2-TZVPD

Geometry (Å):
Sn: -0.533 -0.125 -1.654
C: 0.998 0.823 -2.935
H: 1.973 0.896 -2.434
H: 1.068 0.172 -3.817
H: 0.601 1.808 -3.215
H: -2.727 1.997 -3.458
H: -2.756 1.422 -2.961
C: -0.870 3.656 2.721
C: -0.830 3.738 1.324
C: -0.425 2.628 0.573
C: -0.127 1.404 1.221
C: -0.193 1.331 2.631
C: -0.584 2.448 3.374
N: 0.118 0.239 0.467
N: 0.372 -0.867 1.125
C: 0.456 -2.021 0.362
C: 0.801 -3.235 1.008
C: 1.058 -4.369 0.239
C: 0.845 -4.362 -1.153
C: 0.352 -3.194 -1.781
C: 0.194 -2.036 -1.025
H: -1.138 4.539 3.302
H: -1.093 4.673 0.816
H: -0.378 2.663 -0.518
H: 0.020 0.370 3.090
H: -0.660 2.377 4.459
H: 0.846 -3.223 2.098
H: 1.428 -5.274 0.734
H: 1.062 -5.261 -1.742
H: 0.121 -3.218 -2.853

Largest force on an atom ... 2.69 eV Å⁻¹
Energy above the lowest of the compared OMol25 structures with the same formula, charge and spin ... 0.0 kcal per mole
Energy ... -827.465055 hartree

Partial atomic charges computed with the natural (NBO) method, in multiples of e: 0.94, -1.06, 0.23, 0.22, 0.22, -0.01, 0.00, -0.20, -0.21, -0.20, 0.10, -0.20, -0.20, -0.30, -0.15, 0.11, -0.19, -0.24, -0.17, -0.24, -0.43, 0.22, 0.22, 0.22, 0.24, 0.22, 0.22, 0.22, 0.22, 0.21

---

No. 3
Molecular formula: C2H3NP2
Method: DFT, ωB97M-V/def2-TZVPD

Geometry (Å):
C: 1.201 -0.056 -0.767
N: 2.322 0.507 -0.328
P: 2.375 1.195 1.134
P: 0.216 1.392 1.092
C: 0.063 0.088 0.015
H: 1.264 -0.762 -1.700
H: -0.803 1.185 2.050
H: -0.917 -0.059 -0.282

Largest force on an atom ... 2.78 eV Å⁻¹
Energy above the lowest of the compared OMol25 structures with the same formula, charge and spin ... 14.2 kcal per mole
Energy ... -815.403057 hartree

Partial atomic charges computed with the natural (NBO) method, in multiples of e: -0.01, -0.80, 0.63, 0.31, -0.61, 0.21, 0.04, 0.23

---

No. 4
Molecular formula: C6H17NO3
Method: DFT, ωB97M-V/def2-TZVPD

Geometry (Å):
C: -1.330 1.346 -0.627
C: -1.540 -0.089 -1.104
C: -0.400 -1.031 -0.714
N: -0.337 -1.251 0.733
C: 0.995 -1.263 1.312
C: 1.719 0.108 1.432
C: 2.418 0.482 0.167
O: 2.250 1.539 -0.400
H: -2.036 2.034 -1.091
H: -1.428 1.432 0.458
H: -0.325 1.709 -0.848
H: -1.645 -0.107 -2.189
H: -2.476 -0.445 -0.662
H: -0.602 -1.995 -1.199
H: 0.548 -0.688 -1.134
H: -0.960 -0.612 1.221
H: 0.904 -1.708 2.302
H: 1.609 -1.953 0.726
H: 0.985 0.868 1.697
H: 2.454 0.027 2.237
H: 3.145 -0.246 -0.241
O: -2.745 -0.466 2.448
H: -3.539 -0.265 1.937
H: -2.597 -1.403 2.296
O: 1.816 1.084 -3.165
H: 2.131 1.356 -2.278
H: 0.987 1.539 -3.314

Largest force on an atom ... 0.82 eV Å⁻¹
Energy above the lowest of the compared OMol25 structures with the same formula, charge and spin ... 39.0 kcal per mole
Energy ... -519.264537 hartree

Partial atomic charges computed with the natural (NBO) method, in multiples of e: -0.62, -0.40, -0.22, -0.66, -0.20, -0.54, 0.46, -0.56, 0.21, 0.20, 0.21, 0.21, 0.19, 0.18, 0.18, 0.38, 0.20, 0.19, 0.23, 0.24, 0.12, -0.94, 0.47, 0.48, -0.97, 0.49, 0.46